{"formula": "C10H20BCl10F6Hg2O2P", "method": "ωB97M-V/def2-TZVPD", "symbols": ["Hg", "Hg", "B", "F", "F", "F", "F", "O", "P", "O", "F", "F", "Cl", "C", "C", "Cl", "H", "H", "H", "H", "Cl", "C", "C", "Cl", "H", "H", "H", "H", "Cl", "C", "C", "Cl", "H", "H", "H", "H", "Cl", "C", "C", "Cl", "H", "H", "H", "H", "Cl", "C", "C", "Cl", "H", "H", "H", "H"], "positions_angstrom": [[-3.29, 1.85, -2.58], [-2.47, 1.01, 2.50], [-3.65, 2.57, 0.33], [-4.91, 2.91, -0.17], [-3.40, 2.94, 1.61], [-3.56, 1.21, 0.40], [-2.74, 2.91, -0.64], [-1.14, 0.46, 0.84], [-0.60, 0.43, -0.58], [-1.57, 0.62, -1.75], [0.22, -0.92, -0.81], [0.54, 1.59, -0.55], [3.80, -1.19, -1.23], [3.15, -1.24, 0.44], [2.48, -2.52, 0.77], [3.60, -3.88, 0.58], [2.47, -0.40, 0.54], [3.98, -1.14, 1.14], [1.57, -2.65, 0.18], [2.25, -2.49, 1.84], [0.75, -6.11, -3.97], [1.30, -4.95, -2.65], [0.91, -3.50, -2.90], [1.68, -2.88, -4.39], [2.39, -4.92, -2.57], [0.82, -5.22, -1.71], [1.35, -2.84, -2.15], [-0.14, -3.23, -2.97], [-3.18, -1.44, 2.23], [-3.09, -3.22, 2.02], [-3.15, -3.57, 0.51], [-1.71, -2.85, -0.34], [-3.92, -3.74, 2.50], [-2.19, -3.58, 2.51], [-3.99, -3.19, -0.06], [-2.97, -4.64, 0.55], [2.67, 0.63, 3.35], [2.49, 2.30, 2.63], [1.43, 3.09, 3.31], [-0.16, 2.15, 3.06], [2.19, 2.15, 1.59], [3.46, 2.79, 2.68], [1.23, 4.06, 2.85], [1.61, 3.26, 4.37], [-0.84, 3.27, -2.68], [0.65, 4.24, -2.27], [0.41, 5.31, -1.17], [-0.26, 4.64, 0.42], [0.99, 4.65, -3.22], [1.46, 3.55, -2.01], [-0.32, 6.05, -1.50], [1.39, 5.68, -0.88]], "nbo_charge": [1.77, 1.72, 1.31, -0.53, -0.54, -0.57, -0.55, -1.25, 2.68, -1.21, -0.52, -0.54, -0.05, -0.39, -0.40, -0.02, 0.20, 0.23, 0.21, 0.23, -0.06, -0.37, -0.39, -0.06, 0.24, 0.22, 0.21, 0.21, -0.14, -0.34, -0.37, -0.08, 0.26, 0.25, 0.25, 0.26, -0.05, -0.40, -0.27, -0.21, 0.23, 0.27, 0.25, 0.26, -0.16, -0.33, -0.35, -0.11, 0.26, 0.25, 0.24, 0.25], "charge": 2, "molar_mass_da": 1083.75, "multiplicity": 1, "orbital_gap_ev": 2.511}